194
Properties=species:S:1:pos:R:3:forces:R:3 method="wB97M-V/def2-TZVPD" lumo_ev=0.6 charge=0 spin_multiplicity=1 smiles=COC[C@H](C)N.COC[C@H](C)N.COC[C@H](C)N.COC[C@H](C)N.COC[C@H](C)N.COC[C@H](C)N.COCCOCCOC.COCCOCCOC.COCCOCCOC.COCCOCCOC
C -21.2280 6.0652 -1.1806 0.871 0.976 1.243
O -20.8806 5.3027 -2.2823 -0.455 -0.090 -1.129
C -21.6730 5.6470 -3.4390 1.451 0.279 0.057
C -21.1476 4.9238 -4.7399 -2.845 -0.793 2.280
C -22.2710 5.2042 -5.7045 -0.277 0.759 -1.733
N -21.1535 3.4956 -4.4408 0.916 -0.673 -0.424
H -20.7924 5.6652 -0.2650 0.031 -0.587 -0.130
H -22.2807 6.2351 -0.9546 -0.407 -0.345 -0.533
H -20.7533 7.0449 -1.2349 -0.132 0.458 -0.261
H -22.6991 5.4157 -3.1530 -0.277 -0.677 -0.627
H -21.7256 6.7168 -3.6411 0.583 0.509 0.324
H -20.1796 5.2071 -5.1532 -0.059 0.389 0.544
H -22.4385 6.2630 -5.9022 0.323 0.392 0.382
H -23.2626 4.8666 -5.4032 0.235 -0.505 0.280
H -22.0753 4.8553 -6.7184 0.064 -0.573 0.045
H -20.6796 3.2914 -3.5725 0.328 0.175 0.069
H -22.0665 3.0814 -4.3182 -0.404 0.308 -0.162
C -15.5601 -1.5252 -1.8642 -0.762 0.492 0.367
O -15.4010 -0.7525 -3.0494 1.407 -0.114 -0.185
C -14.0008 -0.5674 -3.4158 -0.077 -0.752 1.566
C -13.7759 0.5339 -4.3816 -0.666 0.596 -0.397
C -12.3057 0.8425 -4.6172 0.818 0.508 -0.695
N -14.4658 1.7399 -3.9420 -0.381 0.651 0.686
H -16.6240 -1.4864 -1.6303 -0.093 -0.393 -0.215
H -15.1190 -1.0924 -0.9664 0.583 0.444 -0.150
H -15.2186 -2.5600 -1.8898 0.048 -0.071 -0.596
H -13.4513 -0.2633 -2.5249 0.075 -0.273 0.532
H -13.5690 -1.4977 -3.7850 -0.098 -0.263 -0.018
H -14.2725 0.1938 -5.2904 0.178 0.271 -0.493
H -12.1198 1.3065 -5.5858 -0.381 -0.572 -0.540
H -11.6072 0.0128 -4.5084 -0.253 -0.227 -0.055
H -11.8781 1.6704 -4.0517 -0.479 -0.185 1.039
H -13.9097 2.2703 -3.2866 0.983 0.323 -0.368
H -15.1642 1.4804 -3.2600 -0.991 -0.472 -0.450
C -22.8169 -8.2049 -2.8215 -0.322 -0.328 -0.441
O -21.8058 -7.4112 -3.4332 0.958 -4.693 0.593
C -21.7323 -6.1183 -3.0861 -2.180 3.256 -0.404
C -21.7449 -5.6864 -1.6178 0.498 -0.100 0.675
C -21.3845 -4.2124 -1.3670 -0.372 0.103 -0.901
N -20.7067 -6.4755 -0.9683 1.048 -0.760 -0.033
H -22.7941 -8.2279 -1.7320 0.219 0.164 0.044
H -22.7773 -9.2298 -3.1906 0.879 -0.009 0.038
H -23.8390 -7.9832 -3.1286 -0.169 1.034 -0.051
H -20.8442 -5.6452 -3.5052 0.219 -0.310 -0.312
H -22.6011 -5.8145 -3.6700 -0.270 2.027 0.333
H -22.6758 -5.8458 -1.0736 -0.292 -0.172 -0.348
H -22.1109 -3.5897 -1.8890 -0.482 0.269 0.568
H -20.4584 -3.8174 -1.7846 0.507 -0.761 -0.168
H -21.3047 -4.0489 -0.2922 -0.514 0.193 -0.113
H -20.1333 -6.7159 -1.7643 1.186 0.242 0.019
H -20.9581 -7.4300 -0.7542 -0.883 -0.078 0.526
C -17.0445 1.1948 -0.2759 -2.564 -0.246 0.699
O -18.2032 0.4348 0.1916 1.224 0.172 1.017
C -19.4560 0.8336 -0.3202 -0.413 -1.734 0.303
C -20.6218 0.5107 0.6419 -2.014 -1.069 1.431
C -20.9677 1.5855 1.7355 1.712 -0.237 -0.660
N -20.5763 -0.9181 1.1885 1.504 1.409 -1.360
H -16.1473 0.7944 0.1961 -0.135 -0.235 -0.441
H -17.2283 2.1892 0.1310 0.466 0.427 -0.436
H -17.1473 1.1486 -1.3601 0.952 0.298 -0.148
H -19.5185 1.8600 -0.6816 0.142 0.216 0.204
H -19.6080 0.1504 -1.1559 -0.364 0.471 -0.415
H -21.4914 0.5260 -0.0151 -0.100 0.059 -0.379
H -21.3059 2.5126 1.2726 -0.208 -0.035 -0.201
H -20.0014 1.8330 2.1748 -0.054 0.093 0.568
H -21.6674 1.3069 2.5234 0.047 -0.370 -0.274
H -21.1940 -1.4177 1.8121 -0.054 0.850 -0.209
H -19.7144 -1.3933 0.9615 -0.243 0.002 0.329
C -21.0467 0.8805 -6.5860 0.629 -1.063 -1.523
O -21.4259 -0.2372 -5.8008 -0.600 0.331 -0.809
C -20.9246 -0.3519 -4.4938 0.560 -1.040 -0.253
C -19.4821 -0.9749 -4.4822 0.372 0.772 0.337
C -19.4149 -2.4766 -4.7387 -1.467 0.247 -1.462
N -18.7066 -0.6012 -3.3484 0.355 1.091 1.719
H -21.2121 0.6073 -7.6282 -0.614 -0.410 -0.069
H -19.9604 0.9375 -6.6554 0.194 0.831 0.852
H -21.5978 1.8153 -6.4840 0.304 -0.020 0.949
H -20.9885 0.6040 -3.9738 0.269 -0.063 0.250
H -21.6091 -1.0966 -4.0875 -0.079 0.165 0.691
H -18.9342 -0.3972 -5.2266 -0.246 -0.407 -0.835
H -20.2880 -3.0014 -4.3510 -0.111 0.026 0.412
H -18.5318 -3.0434 -4.4436 0.205 0.589 -0.088
H -19.5805 -2.4929 -5.8159 0.309 -0.843 -0.299
H -18.8416 -1.1375 -2.5032 -0.007 -0.264 -0.107
H -17.7226 -0.5308 -3.5648 0.035 -0.189 0.136
C -17.0249 -4.8521 -1.9078 -0.647 -0.422 0.954
O -17.6360 -4.1322 -0.8045 1.008 -0.316 -0.177
C -16.9214 -4.2107 0.4418 -0.146 0.098 0.468
C -17.8577 -3.9142 1.6321 1.029 1.218 1.519
C -17.2241 -4.2492 3.0367 0.032 -0.930 -1.290
N -19.1553 -4.4992 1.5203 -0.337 -0.399 -0.366
H -17.4039 -4.4936 -2.8648 -0.018 0.380 0.261
H -17.3219 -5.8977 -1.8263 -0.085 -0.215 0.005
H -15.9350 -4.8676 -1.9140 0.100 0.506 0.177
H -16.4677 -5.1697 0.6922 -0.107 -0.651 -0.742
H -16.0919 -3.5036 0.4438 0.117 0.278 -0.099
H -17.9805 -2.8347 1.7206 -0.232 0.296 -0.476
H -16.2582 -3.7706 3.1982 -0.202 0.379 0.053
H -16.9993 -5.3148 3.0814 0.016 -0.334 -0.110
H -17.9236 -4.0960 3.8585 0.020 0.511 -0.222
H -19.4023 -4.3903 0.5470 -0.493 0.091 -0.267
H -19.0601 -5.5029 1.5816 -0.084 -0.435 0.267
C -29.6106 0.0676 -9.1149 2.280 -1.020 -1.369
O -28.2079 0.0517 -9.6768 -1.603 1.757 1.163
C -27.9592 -0.7733 -10.7728 0.128 -0.571 0.568
C -26.5484 -0.5069 -11.4012 -0.386 -1.496 0.080
O -25.4217 -0.4754 -10.5174 0.560 -0.919 -0.755
C -24.1800 -1.1122 -11.0584 0.299 2.978 0.529
C -22.9650 -0.3924 -10.4360 -0.023 -0.665 -0.312
O -22.7178 -0.6699 -9.0798 -0.211 0.169 -0.858
C -23.7983 -0.4919 -8.1749 0.399 -1.694 0.688
H -29.6517 0.7980 -8.3069 0.182 -0.075 -0.297
H -29.7910 -0.9428 -8.7480 -0.174 -0.005 0.277
H -30.3297 0.2586 -9.9114 0.012 0.315 -0.004
H -28.7107 -0.7000 -11.5589 -0.047 0.706 -0.503
H -28.1749 -1.7809 -10.4175 0.894 -0.720 -0.054
H -26.6587 0.3473 -12.0692 0.430 0.588 0.388
H -26.3492 -1.3457 -12.0682 -0.427 -0.213 -0.293
H -23.9997 -0.8053 -12.0887 -0.774 -0.256 -0.513
H -23.9965 -2.1843 -10.9860 -0.945 -0.149 0.427
H -22.8543 0.6632 -10.6839 -1.105 0.578 0.412
H -22.1272 -0.7306 -11.0458 0.354 -0.834 0.456
H -23.3035 -0.8880 -7.2881 -0.135 1.354 0.831
H -24.5831 -1.2472 -8.2148 -0.284 -0.142 -1.109
H -24.3127 0.4689 -8.1914 0.574 0.260 0.247
C -27.9842 -1.4569 -1.7587 1.337 -1.911 -1.388
O -28.8995 -0.4927 -1.5979 -1.336 2.263 1.307
C -28.4827 0.4618 -0.6416 -1.376 2.076 -0.263
C -27.7284 1.7264 -1.1486 0.236 -1.659 -0.380
O -26.3569 1.2636 -1.2286 -0.211 0.970 0.759
C -25.3588 2.2777 -1.2571 0.313 -0.406 -1.346
C -23.9563 1.6690 -1.6718 -1.178 0.242 -0.110
O -23.6439 1.6468 -3.1054 0.879 0.187 2.509
C -24.4257 0.6503 -3.7381 -1.200 1.910 -0.605
H -28.4291 -2.1957 -2.4253 0.174 -0.166 -0.119
H -27.7449 -1.9717 -0.8282 0.368 0.020 0.187
H -27.1220 -1.0084 -2.2522 0.639 -0.532 0.148
H -27.8698 0.1208 0.1928 0.035 -0.751 -0.187
H -29.4298 0.8000 -0.2212 -0.026 0.210 0.209
H -27.9839 2.5647 -0.5005 0.834 -0.039 0.836
H -28.0556 2.1279 -2.1077 -0.057 -0.533 -0.508
H -25.2437 2.8666 -0.3471 -0.081 -0.585 0.738
H -25.7322 3.0444 -1.9359 0.501 0.141 -0.726
H -23.8603 0.6555 -1.2824 -0.531 -0.363 -0.127
H -23.2588 2.1746 -1.0041 0.709 0.650 -1.086
H -24.1510 0.6316 -4.7928 0.692 -0.761 0.220
H -25.3842 1.1650 -3.8054 -0.869 -0.812 0.133
H -24.5154 -0.2802 -3.1776 0.300 -0.115 -0.293
C -23.6447 -4.2431 -6.2700 0.800 1.678 -1.000
O -23.0776 -4.5918 -7.5017 1.052 -0.926 -0.975
C -21.6767 -4.3478 -7.8030 -1.799 0.116 0.567
C -21.6014 -4.1938 -9.3113 1.594 0.447 -0.640
O -21.8694 -5.3134 -10.1407 -0.960 -0.214 -0.381
C -22.5663 -5.0747 -11.4052 1.103 -0.062 2.076
C -21.7366 -4.3844 -12.4764 -1.274 1.387 -0.050
O -21.4637 -2.9369 -12.1589 0.459 -2.265 0.296
C -20.9736 -2.1955 -13.2968 -1.022 -1.458 0.906
H -23.6123 -5.0164 -5.5025 -0.239 -0.006 -0.077
H -24.6090 -3.8341 -6.5716 -0.567 -0.692 0.666
H -23.1232 -3.3316 -5.9779 0.243 0.068 0.932
H -20.9929 -4.9988 -7.2583 -0.135 -1.202 -0.675
H -21.3192 -3.4284 -7.3392 -0.501 0.916 -0.329
H -20.5619 -3.9505 -9.5311 0.400 0.311 0.163
H -22.1295 -3.3061 -9.6593 -0.502 -0.070 0.372
H -23.5186 -4.5738 -11.2313 0.020 0.335 0.123
H -22.8015 -6.1065 -11.6664 0.046 0.146 -0.660
H -22.4177 -4.3901 -13.3274 -0.147 0.230 -0.442
H -20.9426 -5.0575 -12.7999 0.937 0.718 0.412
H -20.0674 -2.6839 -13.6550 0.007 0.254 -0.388
H -20.7832 -1.1664 -12.9924 -0.060 -0.154 0.014
H -21.8320 -2.2882 -13.9621 0.496 0.561 -0.949
C -14.1903 6.5084 -9.4604 -0.673 -0.400 -0.564
O -15.5630 6.0536 -9.5536 0.145 2.865 0.670
C -16.4159 7.2447 -9.3456 -0.823 -0.700 -0.566
C -17.8677 6.8006 -9.1798 -0.846 -1.861 0.340
O -17.8507 5.4736 -8.6072 -1.226 0.953 0.870
C -18.9974 5.1562 -7.7210 2.826 0.109 -1.845
C -18.7455 3.6968 -7.2822 0.570 0.555 0.446
O -17.3438 3.2310 -7.5179 -2.779 -0.661 1.296
C -17.1161 2.0725 -6.6340 0.256 1.439 -0.870
H -13.9788 7.1990 -10.2767 0.052 0.220 -0.086
H -13.5159 5.6614 -9.5856 -0.273 -0.144 0.139
H -13.9796 7.0104 -8.5161 -0.112 -0.059 0.163
H -16.4610 7.9338 -10.1890 0.640 -0.233 -0.702
H -16.1515 7.9390 -8.5481 0.666 -0.746 0.681
H -18.4585 6.7882 -10.0956 0.596 -0.532 -0.902
H -18.5635 7.4586 -8.6593 0.741 0.529 1.078
H -19.8703 5.3014 -8.3575 -0.469 -0.235 0.444
H -18.9878 5.8260 -6.8611 -0.086 0.239 -0.072
H -19.5965 3.1384 -7.6722 0.674 -0.946 -0.704
H -18.9545 3.6656 -6.2129 0.307 -0.127 0.259
H -17.4588 2.2846 -5.6212 -0.085 0.038 0.073
H -16.0314 1.9688 -6.6051 -0.109 -0.259 -0.050
H -17.6129 1.1768 -7.0067 0.035 -0.061 -0.125